# 1
{
  "formula": "C5H8N5",
  "method": "ωB97M-V/def2-TZVPD",
  "species": ["C", "C", "C", "C", "C", "N", "N", "N", "N", "N", "H", "H", "H", "H", "H", "H", "H", "H"],
  "positions_angstrom": [[0.92172, 0.68115, 0.37662], [0.83382, -1.41470, -0.39346], [-0.66521, 0.24166, 0.05249], [3.03296, -0.54357, 0.03491], [-2.84699, 1.51839, 0.17654], [-2.54586, -0.80228, -0.29155], [-1.66811, -1.66794, -0.48616], [1.61816, -0.39275, -0.01905], [-1.99681, 0.37289, 0.08390], [-0.45999, -1.04571, -0.32054], [1.36829, 1.67861, 0.63972], [1.15754, -2.34201, -0.72142], [3.45502, -0.06301, 0.89735], [3.39778, -1.58311, 0.06486], [3.50794, -0.12038, -0.81739], [-3.16827, 1.86774, -0.72171], [-3.63970, 1.26649, 0.71469], [-2.30230, 2.34853, 0.73019]],
  "atomic_forces_ev_per_a": [[-4.693, 1.165, -0.674], [-0.105, 0.776, 0.279], [6.476, 0.749, 1.047], [2.005, -0.601, 0.236], [4.112, 2.145, 1.636], [-0.363, 0.398, 0.450], [0.530, -0.924, -0.680], [-2.402, -1.244, 0.035], [0.270, -0.340, -0.507], [-0.168, 0.996, 0.362], [-0.778, -1.426, -0.358], [0.564, -1.452, -0.399], [-0.127, 0.321, 0.503], [-0.844, 0.224, 0.064], [0.128, 0.577, -0.850], [-0.563, 0.859, -2.864], [-3.453, -1.119, 2.459], [-0.591, -1.104, -0.739]],
  "e_above_lowest_kj_mol": 279.8,
  "total_charge": 1,
  "e_tot_ev": -12754.7775,
  "smiles": "Cn1cc2n(C)nn[n+]2c1",
  "lumo_energy_ev": -3.76
}

***

# 2
{
  "formula": "C43H38FMnN8O7S",
  "method": "ωB97M-V/def2-TZVPD",
  "species": ["Mn", "C", "O", "C", "C", "C", "C", "C", "C", "C", "N", "C", "C", "N", "C", "C", "C", "C", "N", "C", "C", "N", "C", "C", "C", "C", "H", "H", "H", "H", "H", "H", "H", "H", "H", "H", "H", "H", "H", "H", "N", "S", "C", "C", "C", "C", "C", "C", "C", "C", "C", "C", "C", "C", "H", "H", "H", "H", "H", "H", "H", "H", "H", "H", "H", "O", "C", "O", "C", "N", "C", "C", "C", "H", "H", "H", "H", "H", "H", "H", "H", "H", "F", "C", "C", "N", "C", "C", "O", "O", "C", "O", "N", "C", "O", "H", "H", "H", "H"],
  "positions_angstrom": [[-0.04776, -0.98853, -0.29504], [-2.72585, 12.33349, -1.77009], [-2.58433, 11.63968, -0.53916], [-2.30722, 10.31774, -0.59145], [-2.14121, 9.59517, -1.76938], [-1.85830, 8.23865, -1.70236], [-1.73810, 7.59001, -0.48141], [-1.90449, 8.32993, 0.69072], [-2.18673, 9.67722, 0.64317], [-1.43777, 6.15265, -0.46361], [-1.20220, 5.41200, -1.52225], [-0.97771, 4.15213, -1.02860], [-1.08140, 4.12779, 0.33978], [-1.37519, 5.42506, 0.69570], [-0.88142, 2.94924, 1.13058], [-0.91524, 2.85021, 2.52486], [-0.65732, 1.63633, 3.11433], [-0.39039, 0.52424, 2.31190], [-0.37987, 0.58472, 0.99132], [-0.59895, 1.77975, 0.41074], [-0.48541, 1.79098, -1.02693], [-0.18594, 0.60369, -1.58659], [-0.04125, 0.54571, -2.90044], [-0.18729, 1.66985, -3.72046], [-0.49983, 2.88249, -3.15608], [-0.65837, 2.96018, -1.76749], [-2.95288, 13.36208, -1.50803], [-3.54465, 11.91798, -2.36135], [-1.79859, 12.29985, -2.34614], [-2.22902, 10.07015, -2.73475], [-1.72781, 7.66923, -2.61244], [-1.81069, 7.86842, 1.66679], [-2.31679, 10.25928, 1.54478], [-1.54125, 5.78019, 1.61914], [-1.12758, 3.71842, 3.13625], [-0.65815, 1.52781, 4.18978], [-0.16573, -0.43456, 2.75293], [0.19142, -0.42634, -3.31356], [-0.05170, 1.56764, -4.78773], [-0.62340, 3.77524, -3.75468], [-1.34093, -2.11480, 0.89433], [-1.27922, -2.73681, 2.35333], [-2.84261, -3.50251, 2.68030], [-3.71301, -2.83425, 3.52774], [-4.97507, -3.36682, 3.75774], [-5.34829, -4.54826, 3.13785], [-4.46818, -5.20961, 2.28729], [-3.20679, -4.69080, 2.05530], [-0.19451, -4.15484, 2.45898], [0.52239, -4.58927, 1.35892], [1.38407, -5.67562, 1.51037], [1.52389, -6.28954, 2.74446], [0.80647, -5.82995, 3.84559], [-0.05503, -4.75731, 3.70630], [-1.84371, -2.72124, 0.24821], [-3.41033, -1.90862, 4.00054], [-5.66254, -2.85908, 4.42038], [-6.32981, -4.96445, 3.32163], [-4.76611, -6.13469, 1.81260], [-2.50748, -5.20821, 1.40970], [0.41953, -4.09949, 0.39356], [1.91047, -6.04925, 0.64316], [2.18237, -7.14187, 2.85156], [0.91323, -6.31628, 4.80584], [-0.62580, -4.40257, 4.55718], [2.64413, 0.74222, 0.36512], [2.62502, -0.41217, 0.74680], [1.68739, -1.28456, 0.69179], [3.93281, -0.98993, 1.33638], [3.68984, -2.48965, 1.50990], [4.53010, -3.22132, 0.49319], [4.86201, -2.15082, -0.53282], [5.07842, -0.91043, 0.33388], [4.13654, -0.53885, 2.30478], [2.66051, -2.57012, 1.27459], [3.84711, -2.81450, 2.45818], [3.96181, -4.07155, 0.12403], [5.42344, -3.57571, 1.00478], [4.02449, -2.00863, -1.21882], [5.73868, -2.42520, -1.11516], [5.01656, 0.02683, -0.21210], [6.04593, -0.96196, 0.83669], [3.18401, -3.12152, -5.78404], [2.67176, -3.79628, -4.75695], [1.38730, -3.69603, -4.41788], [0.84286, -4.40326, -3.36022], [-0.47106, -4.02425, -2.86956], [-0.40053, -2.78633, -1.99421], [-1.40833, -2.06733, -1.82641], [0.70057, -2.50575, -1.42922], [1.61500, -5.22863, -2.57985], [1.19170, -5.82153, -1.60681], [2.93051, -5.34628, -2.98719], [3.58529, -4.65555, -4.00464], [4.76841, -4.77820, -4.20413], [0.70989, -3.05381, -4.96430], [-0.85565, -4.84893, -2.27029], [-1.14404, -3.86378, -3.70921], [3.50087, -5.97584, -2.44190]],
  "atomic_forces_ev_per_a": [[-0.070, 0.014, 0.641], [0.011, -0.015, 0.049], [-0.005, -0.027, -0.029], [-0.023, 0.123, 0.023], [0.019, -0.105, 0.038], [-0.023, 0.095, -0.062], [0.049, -0.209, -0.009], [-0.015, 0.065, 0.054], [0.015, -0.064, -0.065], [-0.070, 0.292, 0.042], [0.036, -0.135, 0.151], [0.019, -0.036, -0.318], [0.007, -0.016, 0.304], [0.037, -0.164, -0.146], [0.023, 0.108, -0.097], [-0.036, 0.092, 0.057], [0.052, -0.094, -0.033], [0.024, 0.159, -0.004], [-0.317, 0.190, 0.039], [0.072, -0.019, -0.143], [-0.027, -0.022, 0.150], [0.493, -0.136, -0.429], [-0.072, 0.203, -0.003], [0.018, -0.163, 0.012], [-0.020, 0.093, 0.041], [-0.048, 0.082, -0.004], [0.000, 0.002, -0.009], [0.002, 0.014, -0.013], [-0.010, 0.011, -0.017], [0.000, 0.004, 0.003], [0.001, -0.012, 0.009], [0.006, -0.016, -0.008], [0.001, 0.002, 0.004], [-0.001, -0.009, 0.025], [0.000, 0.001, -0.001], [0.005, 0.004, -0.001], [-0.034, -0.017, 0.026], [0.034, 0.016, -0.010], [-0.007, 0.008, -0.003], [0.002, -0.004, 0.000], [0.096, -0.576, -0.069], [0.146, 0.400, 0.160], [-0.112, -0.116, -0.045], [-0.052, -0.011, 0.004], [0.051, 0.032, -0.004], [-0.002, -0.051, -0.017], [-0.028, -0.001, 0.023], [0.028, 0.042, 0.043], [-0.010, -0.146, -0.020], [0.044, -0.009, -0.082], [-0.022, 0.070, -0.030], [0.016, -0.026, 0.040], [0.034, -0.022, -0.040], [0.000, 0.005, -0.004], [-0.046, -0.052, 0.061], [0.012, 0.007, -0.004], [0.004, 0.005, 0.000], [-0.002, 0.003, -0.009], [0.004, 0.002, -0.005], [0.004, -0.001, -0.008], [-0.005, -0.035, 0.109], [-0.016, -0.008, -0.020], [0.006, 0.008, 0.000], [-0.002, 0.003, 0.009], [-0.010, 0.018, -0.019], [-0.240, -0.075, 0.067], [0.395, 0.034, -0.078], [-0.150, 0.425, 0.242], [-0.057, -0.437, -0.003], [-0.278, 0.136, -0.135], [-0.073, 0.002, 0.180], [0.054, -0.038, -0.041], [-0.006, 0.019, 0.045], [0.025, 0.015, -0.017], [0.382, 0.131, 0.095], [0.028, -0.033, 0.004], [0.005, 0.007, -0.053], [0.023, -0.018, -0.038], [-0.021, 0.017, 0.017], [-0.005, 0.013, -0.031], [0.022, 0.003, -0.032], [-0.012, 0.016, 0.012], [-0.037, 0.015, 0.001], [0.059, -0.086, 0.092], [-0.035, 0.032, 0.039], [0.034, 0.043, -0.157], [0.006, -0.123, -0.023], [-0.158, 0.463, -0.059], [-0.009, -0.315, -0.182], [-0.221, -0.202, -0.305], [0.068, -0.043, 0.054], [0.010, 0.019, 0.031], [-0.075, 0.072, 0.018], [0.062, 0.082, -0.134], [-0.019, -0.026, 0.059], [-0.007, -0.011, 0.004], [-0.032, 0.013, -0.028], [-0.021, 0.044, 0.023], [-0.005, -0.048, -0.005]],
  "e_above_lowest_kj_mol": 0.0,
  "s2": 1.093,
  "total_charge": 1,
  "e_tot_ev": -116332.6062,
  "spin_multiplicity": 2,
  "lumo_energy_ev": [-2.26, -2.21]
}

***

# 3
{
  "formula": "C6H9NO",
  "method": "ωB97M-V/def2-TZVPD",
  "species": ["C", "C", "C", "C", "C", "C", "H", "H", "H", "H", "H", "H", "H", "H", "H", "N", "O"],
  "positions_angstrom": [[-2.17064, -0.42281, 0.06270], [-0.69563, -0.83629, 0.55065], [0.24611, -0.18722, -0.53250], [0.92152, 1.21003, -0.13607], [1.68394, -0.14697, -0.12007], [2.81686, -0.84069, 0.09316], [-3.25856, 1.34680, -0.04559], [-1.55897, 1.39374, 0.06438], [-0.54397, -2.02965, 0.10379], [-0.43017, -0.38816, 1.56096], [0.06714, -0.50804, -1.56040], [0.63090, 1.71295, 0.81234], [1.15318, 2.00242, -1.02322], [3.90484, -0.16676, 0.31628], [2.64060, -1.99196, 0.00129], [-2.38284, 0.99478, 0.20234], [-3.02432, -1.14217, -0.35006]],
  "atomic_forces_ev_per_a": [[0.724, 2.165, 1.502], [-0.500, -1.292, -3.920], [1.329, 0.370, 2.361], [1.028, -0.155, -2.613], [-0.216, 1.435, 0.058], [0.501, 1.241, -0.033], [-1.047, 0.715, -0.746], [3.720, 3.255, -0.681], [-0.679, 3.034, 2.683], [-0.360, -1.469, -1.097], [-0.160, 0.560, 0.152], [0.221, -0.690, -0.684], [-0.505, -2.120, 2.228], [-3.456, -2.712, -0.513], [1.298, 2.193, 0.194], [-1.583, -5.480, 1.311], [-0.312, -1.050, -0.201]],
  "e_above_lowest_kj_mol": 403.2,
  "e_tot_ev": -9901.4257,
  "smiles": "C=C1C[C@@H]1CC(N)=O",
  "lumo_energy_ev": 0.80
}

***

# 4
{
  "formula": "C17H48O7",
  "method": "ωB97M-V/def2-TZVPD",
  "species": ["C", "C", "C", "O", "H", "H", "H", "H", "H", "H", "H", "H", "C", "C", "C", "O", "H", "H", "H", "H", "H", "H", "H", "H", "C", "C", "C", "O", "H", "H", "H", "H", "H", "H", "H", "H", "C", "C", "C", "O", "H", "H", "H", "H", "H", "H", "H", "H", "C", "C", "C", "O", "H", "H", "H", "H", "H", "H", "H", "H", "C", "O", "H", "H", "H", "H", "C", "O", "H", "H", "H", "H"],
  "positions_angstrom": [[3.35085, -0.85424, -7.24156], [2.15646, -0.11762, -6.78634], [2.08806, -0.02055, -5.27155], [2.29243, 1.14720, -7.35255], [4.26170, -0.81913, -6.64387], [3.80894, -0.46029, -8.14878], [3.16700, -1.88762, -7.53554], [1.24828, -0.54131, -7.21505], [2.37296, -1.05628, -5.08666], [1.09893, 0.25541, -4.90607], [2.89225, 0.47710, -4.72959], [2.21254, 1.02699, -8.30164], [5.02396, 1.82833, 3.93490], [3.88067, 1.94342, 4.97639], [3.46583, 3.40751, 5.10889], [2.80916, 1.26682, 4.44901], [5.27762, 0.78539, 3.74508], [5.89110, 2.47382, 4.07458], [4.71647, 2.13009, 2.93366], [4.19563, 1.53167, 5.93522], [3.31234, 3.87862, 4.13802], [4.11570, 4.15122, 5.57006], [2.49643, 3.39114, 5.60697], [2.06525, 1.44513, 5.02902], [-1.39411, 4.49184, 1.38444], [-1.71116, 5.15119, 2.76824], [-1.57770, 6.70081, 2.65708], [-3.11198, 4.86646, 3.02274], [-0.37644, 4.66968, 1.03685], [-2.07232, 5.01786, 0.71255], [-1.49880, 3.40692, 1.39404], [-1.04893, 4.74670, 3.53370], [-1.69127, 7.18217, 3.62841], [-2.36366, 7.16051, 2.05789], [-0.65791, 7.00347, 2.15659], [-3.15653, 3.90790, 3.05083], [-4.09217, -4.18360, -3.84781], [-3.77246, -3.76196, -5.30349], [-2.24890, -3.95885, -5.60864], [-4.49099, -4.57542, -6.26718], [-3.61965, -5.14978, -3.67087], [-5.15927, -4.37031, -3.72725], [-3.89575, -3.35654, -3.16555], [-4.09265, -2.72304, -5.38234], [-1.84689, -4.96031, -5.45511], [-1.80781, -3.35992, -4.81189], [-1.89540, -3.66168, -6.59598], [-4.70703, -5.36954, -5.77290], [-4.81876, -0.43021, 5.19984], [-4.09017, -0.94563, 3.92322], [-4.74010, -0.74251, 2.61739], [-2.86951, -0.35324, 3.91637], [-4.29638, -0.61293, 6.13890], [-5.77846, -0.94596, 5.16703], [-4.89069, 0.64766, 5.05456], [-3.91619, -2.00358, 4.11959], [-5.48701, -1.52436, 2.47978], [-4.04102, -0.85803, 1.78912], [-5.31704, 0.18195, 2.64239], [-2.41570, -0.68490, 3.13813], [5.53160, -3.46660, 1.90512], [5.95144, -4.79635, 2.27478], [5.56414, -2.93809, 2.85786], [6.30407, -2.94594, 1.33915], [4.58464, -3.40344, 1.36905], [5.73539, -5.37181, 1.53737], [0.46295, -1.73167, -0.52455], [0.15565, -1.13718, 0.64498], [0.08316, -1.10617, -1.33240], [1.53279, -1.80172, -0.72109], [0.02909, -2.72303, -0.65528], [0.81533, -0.56353, 1.04163]],
  "atomic_forces_ev_per_a": [[2.062, -1.905, -1.295], [0.347, 1.144, 0.179], [0.120, -1.398, -0.355], [-0.574, 2.129, -0.302], [-0.403, -0.082, 0.903], [-0.646, 0.430, -0.428], [-0.089, -0.299, 0.491], [-0.206, -0.518, 0.452], [-0.842, -0.399, 0.991], [0.204, -0.126, 0.125], [-0.045, 0.745, -0.652], [0.064, 0.274, -0.103], [-0.340, -0.315, -0.477], [2.332, 1.942, -1.055], [-0.332, 0.547, -0.052], [-1.226, -1.182, -0.411], [0.451, -0.062, 0.533], [0.108, -0.350, 0.737], [-0.786, 0.295, 0.065], [0.084, -0.064, 0.158], [-0.248, -0.484, -0.364], [0.299, -0.580, 0.634], [-0.048, 0.451, 0.273], [-0.317, -0.212, -0.068], [0.247, 0.915, 0.819], [-0.480, 0.602, -1.866], [-0.291, -0.566, 0.192], [1.060, 0.193, 0.402], [0.130, 0.232, 0.167], [-0.065, -0.560, -0.349], [-0.463, 0.041, -0.005], [-0.154, 0.061, 0.290], [0.364, -0.100, 0.104], [-0.290, -0.513, -0.198], [0.250, -0.160, 0.369], [-0.305, -0.176, 0.084], [-0.533, -0.040, -1.133], [0.781, -1.504, -0.440], [-0.596, 0.894, 1.129], [-0.129, 0.612, 0.791], [0.414, 0.269, 0.616], [-0.226, 0.109, -0.263], [0.625, -0.435, 0.217], [0.164, 0.008, -0.587], [-0.644, -0.305, 0.124], [0.747, 0.281, -0.268], [-0.396, 0.378, 0.083], [-0.199, -0.260, -0.265], [-0.028, -0.113, -1.796], [-0.401, -1.307, 2.523], [-1.974, -0.483, -0.264], [2.699, 1.465, -0.003], [0.130, -0.284, -0.309], [-0.272, 0.420, 0.485], [-0.476, 0.088, 0.253], [-0.264, -0.589, -0.229], [-0.180, -0.102, -0.140], [-0.006, 0.419, 0.014], [0.386, 0.335, -0.550], [0.433, 0.175, -0.024], [1.199, -0.093, 0.911], [-0.534, 0.462, -0.651], [-0.767, 0.161, -0.071], [0.078, -0.220, -0.505], [-0.098, -0.132, 0.317], [0.118, -0.173, 0.001], [0.980, 0.044, -2.598], [-1.211, 0.552, 2.977], [-0.158, -0.095, -0.489], [0.232, -0.237, 0.159], [-0.103, -0.026, 0.461], [0.233, -0.221, -0.468]],
  "e_above_lowest_kj_mol": 309.1,
  "e_tot_ev": -32736.0022,
  "smiles": "CC(C)O.CC(C)O.CC(C)O.CC(C)O.CC(C)O.CO.CO",
  "lumo_energy_ev": 0.25
}

***

Number 1: strongest force on any atom 6.60 eV/Å. Number 2: strongest force on any atom 0.67 eV/Å. Number 3: strongest force on any atom 5.85 eV/Å. Number 4: strongest force on any atom 3.26 eV/Å.